ORCA calculation (ωB97M-V/def2-TZVPD) on C20H10BeCl4N2O6S2Te as an isolated structure at a distorted geometry.

Structure (XYZ):
```
46
Properties=species:S:1:pos:R:3:forces:R:3:nbo_charge:R:1
Be 0.84066 -0.55174 2.46853 -0.5 1.1 0.9 1.692
Cl 1.79530 3.99110 6.84201 -0.1 0.4 0.5 -0.003
C 1.07875 3.07405 5.58530 -1.3 1.0 -1.2 -0.132
C 0.18919 3.62517 4.62056 1.2 1.2 2.3 -0.083
Cl -0.47642 5.21936 5.00586 0.2 -0.4 -0.4 -0.045
C -0.03951 3.01339 3.41889 1.0 -2.2 -0.6 -0.204
Cl -0.82829 3.83213 2.19131 -0.9 0.6 -1.3 0.047
C 0.47933 1.69940 3.17189 -0.5 1.6 0.4 0.341
O 0.45583 0.99546 2.05436 -0.3 0.1 0.3 -0.932
C 1.02107 1.02317 4.29385 -0.7 2.4 -0.4 0.267
O 1.12553 -0.21798 4.07361 1.5 -2.9 0.0 -0.891
C 1.45398 1.78152 5.40992 -0.5 -1.9 -1.6 -0.182
Cl 2.47117 0.94813 6.45688 1.0 -0.7 1.3 0.000
S 4.81522 -1.73885 1.12568 -1.4 0.5 -0.2 0.428
C 3.51354 -2.48970 0.25057 2.0 -1.3 -1.9 -0.439
C 2.31957 -2.11109 0.70160 -0.9 -0.3 0.0 -0.025
N 2.35420 -1.18173 1.70334 1.4 0.2 0.0 -0.574
C 3.61028 -0.86922 1.97309 -1.0 1.0 1.0 -0.100
H 3.78585 -3.10420 -0.65306 -0.6 0.5 1.4 0.249
H 1.36987 -2.51100 0.37373 0.0 0.3 -0.1 0.252
H 3.80390 -0.02820 2.66136 0.1 -0.8 -0.2 0.255
Te 0.34690 2.30520 -2.66417 0.3 0.3 0.2 -0.458
C 0.49271 1.86649 -4.71698 -0.4 0.2 1.4 -0.418
C -0.50910 1.19424 -5.38470 1.8 0.7 -1.6 -0.363
C -0.03472 0.88352 -6.73764 0.1 0.2 1.1 -0.257
C 1.23750 1.36919 -6.95647 -0.6 -0.2 -1.1 -0.487
S 1.96413 2.20673 -5.63537 -2.1 -1.0 0.3 0.369
H -1.51883 1.07980 -4.99033 0.6 -0.3 -0.1 0.248
H -0.60763 0.25637 -7.43250 0.3 0.5 0.0 0.200
H 1.70966 1.43146 -7.92037 0.2 -0.4 -0.2 0.198
O -2.15830 -2.68979 2.78627 0.2 0.5 0.3 -0.647
C -1.47934 -1.99891 2.04501 0.4 -0.9 -1.2 0.807
O -0.24221 -1.64760 2.21928 -0.7 -0.3 -0.1 -0.960
C -2.00685 -1.76952 0.60259 -0.9 -0.5 1.4 -0.102
C -2.95826 -2.63864 0.07668 0.2 -0.5 0.4 -0.212
C -3.31666 -2.57158 -1.27193 -1.2 -1.3 0.8 -0.221
C -2.90841 -1.51386 -2.03709 2.6 1.2 2.1 0.046
C -1.94435 -0.61482 -1.48615 -0.9 -0.1 -0.8 -0.174
C -1.56258 -0.74408 -0.15767 1.5 1.2 -1.2 -0.211
N -3.28398 -1.41486 -3.39230 0.1 0.8 -2.1 0.500
O -2.82377 -0.45136 -4.05186 -1.4 -2.3 1.0 -0.374
O -4.03641 -2.30211 -3.82583 0.7 1.2 -0.2 -0.421
H -3.31367 -3.35688 0.82732 -0.1 -0.1 -0.9 0.238
H -3.91593 -3.34849 -1.76277 0.0 0.4 0.5 0.231
H -1.48127 0.15698 -2.10774 -0.3 -0.1 0.2 0.287
H -0.78763 -0.08666 0.24546 -0.3 0.1 -0.2 0.263
```
Positions in Å, forces in eV/Å.

Summary:
HOMO = -0.894 eV
Total charge = -2
Kohn-Sham gap = 4.345 eV
E_LUMO = 3.45 eV

=====

ORCA calculation (ωB97M-V/def2-TZVPD) on a 2-piece molecular cluster, CH4N2O2 overall at a distorted geometry.

Structure (XYZ):
```
9
Properties=species:S:1:pos:R:3:forces:R:3:nbo_charge:R:1
C -1.04151 -0.59258 0.06115 -0.4 0.2 0.4 -0.502
N 1.90412 -0.80011 0.03012 1.5 1.0 0.2 0.216
N -0.12427 0.31900 -0.54099 0.4 0.8 -1.0 -0.068
O -0.10047 1.49651 0.16455 -0.3 -0.3 0.4 -0.549
O 2.75157 -0.01015 0.03554 -1.2 -1.1 0.0 -0.212
H -0.53918 -1.54203 0.24535 0.0 -0.1 0.0 0.217
H -1.85424 -0.77988 -0.64865 0.0 0.0 0.1 0.214
H -1.45200 -0.19836 0.99096 -0.1 -0.1 0.1 0.202
H 0.45597 2.10760 -0.33803 0.0 -0.3 -0.1 0.482
```
Positions in Å, forces in eV/Å.

Summary:
HOMO (spin up / spin down) = -8.562 / -8.221 eV
Kohn-Sham gap (spin up / spin down) = 9.019 / 7.959 eV
Energy above the lowest of the compared OMol25 structures with the same formula, charge and spin = 4.9431 eV
E_LUMO (spin up / spin down) = 0.46 / -0.26 eV

=====

ORCA calculation (ωB97M-V/def2-TZVPD) on an isolated molecule of C4H6O2 at a distorted geometry.

Structure (XYZ):
```
12
Properties=species:S:1:pos:R:3:forces:R:3:nbo_charge:R:1
O 0.76408 1.95874 1.04088 -0.5 -0.5 -0.7 -0.495
C 0.44072 1.03389 0.34804 0.5 -0.5 0.2 0.593
C -0.91763 0.58433 -0.22913 -1.5 -0.5 0.5 -0.581
C -0.92741 -0.85881 0.02105 3.8 -2.2 -0.6 -0.077
O 0.70927 -1.35685 -0.05146 -2.5 0.7 -0.2 -0.572
C 1.44482 -0.18015 -0.08311 -0.8 1.8 0.4 -0.168
H -0.98272 0.92252 -1.27650 0.0 -0.4 0.3 0.243
H -1.98233 0.42811 0.22907 1.1 2.9 -0.1 0.269
H -1.10607 -1.08332 1.07161 -0.2 -0.2 -0.2 0.197
H -1.55768 -1.41196 -0.68234 0.6 -0.3 0.2 0.214
H 1.88967 0.04079 -1.07748 -0.2 -0.1 0.4 0.176
H 2.22527 -0.07729 0.68936 -0.2 -0.6 -0.2 0.200
```
Positions in Å, forces in eV/Å.

Summary:
SMILES = O=C1CCOC1
HOMO = -9.489 eV
Kohn-Sham gap = 10.227 eV
Energy above the lowest of the compared OMol25 structures with the same formula, charge and spin = 3.0813 eV
E_LUMO = 0.74 eV

=====

ORCA calculation (ωB97M-V/def2-TZVPD) on a 2-piece molecular cluster, C4H8NO3 overall at a distorted geometry.

Structure (XYZ):
```
16
Properties=species:S:1:pos:R:3:forces:R:3:nbo_charge:R:1
C -2.35915 0.51269 -0.06128 0.5 -0.5 0.9 -0.711
C -1.74033 0.58419 -1.42189 -0.1 -0.1 -1.5 0.662
O -2.45980 0.76296 -2.40680 0.1 -0.1 0.0 -0.691
N -0.40221 0.51121 -1.46548 0.4 -0.3 1.2 -0.836
H 0.19733 0.68700 -2.25753 -0.8 0.0 -0.3 0.385
H 0.09211 0.46919 -0.54934 0.2 0.1 -0.2 0.450
H -1.69165 0.13692 0.71805 0.4 0.5 -0.1 0.234
H -3.19159 -0.18338 0.01827 -0.4 0.4 -0.6 0.215
H -2.63018 1.54855 0.12975 -0.4 -0.1 0.4 0.228
C 2.08345 -1.37667 0.83909 -0.3 1.2 0.6 -0.753
C 1.96545 0.13566 1.32251 0.3 -1.5 -0.3 0.794
O 0.97806 0.74477 0.83911 -0.1 0.5 0.1 -0.821
O 2.84349 0.52762 2.09540 0.0 0.4 0.2 -0.751
H 1.05844 -1.72582 0.72628 0.1 -0.3 -0.3 0.197
H 2.62555 -1.96582 1.57488 0.0 0.0 0.0 0.197
H 2.63103 -1.36910 -0.10101 -0.1 -0.2 -0.2 0.199
```
Positions in Å, forces in eV/Å.

Summary:
HOMO = -4.631 eV
Total charge = -1
Kohn-Sham gap = 8.465 eV
Energy above the lowest of the compared OMol25 structures with the same formula, charge and spin = 0.2968 eV
E_LUMO = 3.83 eV

=====

ORCA calculation (ωB97M-V/def2-TZVPD) on C4H9FeO3 as an isolated structure at a distorted geometry.

Structure (XYZ):
```
17
Properties=species:S:1:pos:R:3:forces:R:3:nbo_charge:R:1
O 1.56960 0.33563 -0.42016 0.3 -0.1 0.1 -0.936
C 0.17276 0.41948 -0.34902 -1.4 0.2 0.3 -0.071
C -0.44053 -0.91052 0.06713 0.1 -0.3 0.0 -0.419
C -1.96693 -0.91468 -0.04450 -0.1 -0.2 -0.3 -0.516
C -2.64486 0.02220 0.91315 -0.8 0.5 0.1 0.424
O -3.57367 0.74429 0.62816 0.8 -0.5 0.1 -0.490
H 3.02354 -0.34767 0.47116 3.4 1.9 -2.2 0.648
H -0.25380 0.72810 -1.32125 0.2 -0.1 0.2 0.172
H -0.11369 1.19989 0.38141 0.2 -0.2 -0.3 0.186
H -0.13778 -1.13953 1.10126 0.0 0.0 -0.2 0.211
H -0.04693 -1.71272 -0.57505 0.0 0.2 0.2 0.220
H -2.30344 -0.69077 -1.06655 0.1 0.0 0.3 0.232
H -2.27748 -0.02598 1.96517 0.0 0.1 -0.2 0.107
H -2.33951 -1.92112 0.21383 0.1 0.2 -0.1 0.255
Fe 2.86497 0.99444 -1.43554 -0.3 0.2 -0.3 1.569
O 3.99037 0.11938 -0.17683 -2.7 -1.1 0.8 -1.139
H 4.93800 0.25615 -0.10007 0.1 -0.8 1.3 0.547
```
Positions in Å, forces in eV/Å.

Summary:
HOMO (spin up / spin down) = -12.340 / -12.339 eV
Total charge = +1
Multiplicity = 5
Kohn-Sham gap (spin up / spin down) = 6.209 / 6.112 eV
E_LUMO (spin up / spin down) = -6.13 / -6.23 eV
<S²> = 6.01

=====

ORCA calculation (ωB97M-V/def2-TZVPD) on C30H32CrN10O5S2 as an isolated structure.

Structure (XYZ):
```
80
Properties=species:S:1:pos:R:3:forces:R:3:mulliken_charge:R:1
Cr 0.87361 1.42747 -0.18375 -0.5 -0.3 -0.1 0.381
S -5.73839 1.07730 -3.43074 -0.4 0.0 -0.2 0.272
N -4.27563 0.93088 -4.07166 -0.1 0.0 0.1 -0.614
C -3.41956 1.07032 -3.07559 0.3 0.0 0.2 0.620
C -1.97483 1.00275 -3.19798 -0.2 0.0 -0.2 0.701
C -1.27155 0.79735 -4.39339 -0.1 0.0 0.0 -0.728
C 0.10868 0.74143 -4.36459 -0.1 0.0 -0.1 -0.820
C 0.77137 0.89321 -3.15513 -0.1 0.0 0.1 -0.994
N 0.10391 1.09951 -2.01449 0.5 0.1 -0.1 0.926
C -1.24936 1.15831 -2.02636 0.2 0.1 0.3 -0.493
C -1.88908 1.39120 -0.74290 0.4 0.0 0.0 0.185
N -1.05963 1.53902 0.32345 0.2 0.0 0.4 0.628
C -1.57142 1.77809 1.53372 0.0 -0.1 -0.2 -0.310
C -2.94256 1.87119 1.73574 -0.1 0.0 0.0 -1.077
C -3.79804 1.71636 0.66485 -0.1 0.0 0.0 -0.624
C -3.26653 1.47077 -0.60807 -0.2 0.0 -0.1 0.152
C -4.04563 1.29656 -1.82138 0.3 0.0 0.1 0.684
N -5.36380 1.32598 -1.89120 0.0 0.0 -0.1 -0.630
H -1.82204 0.68166 -5.32023 0.0 0.0 0.0 0.615
H 0.68477 0.58324 -5.26713 0.0 0.0 0.0 0.544
H 1.85355 0.84233 -3.10551 0.0 0.0 0.0 0.601
H -0.88108 1.89093 2.35990 0.0 0.0 0.0 0.388
H -3.31772 2.06332 2.73222 0.0 0.0 0.0 0.501
H -4.87373 1.78053 0.78680 0.1 0.0 0.0 0.628
C -3.32279 -7.72815 -0.41107 0.1 -0.1 0.0 -1.236
C -2.23775 -7.01880 0.39958 -0.1 0.1 -0.2 -0.438
S -2.24406 -5.29585 -0.01651 -0.1 0.0 0.0 1.260
O -1.75878 -5.12355 -1.37207 -0.1 0.1 0.1 -0.699
O -3.49994 -4.70865 0.36974 0.1 0.0 -0.1 -0.689
C -1.00193 -4.51722 1.05702 0.0 0.0 -0.1 -0.850
C 0.28342 -4.21530 0.28944 0.0 0.0 0.3 -1.584
N 0.74178 -2.82649 0.53079 0.1 -0.3 0.0 0.216
C 0.37775 -1.77513 -0.21585 -0.1 0.2 0.0 0.335
N 0.96927 -0.64905 0.24757 0.0 0.4 0.0 0.458
C 1.71185 -1.02993 1.34603 0.0 0.2 -0.2 -0.973
C 1.57180 -2.35324 1.52180 0.0 -0.3 -0.1 -0.319
N 2.14824 -3.11518 2.61103 -0.6 0.1 0.5 1.020
O 2.78862 -2.46105 3.40954 0.2 -0.1 -0.3 -0.603
O 1.85923 -4.28556 2.70176 0.2 0.0 -0.2 -0.566
C -0.59697 -1.88450 -1.34271 0.1 0.1 0.1 -0.300
H -3.32217 -8.78456 -0.15410 0.0 0.0 0.0 0.376
H -3.13747 -7.64177 -1.48050 0.0 0.0 0.0 0.347
H -4.30723 -7.32444 -0.18446 0.0 0.0 0.0 0.361
H -1.23275 -7.37827 0.16873 0.0 -0.1 0.1 0.372
H -2.42194 -7.05838 1.47497 0.0 -0.1 0.0 0.393
H -0.83451 -5.12187 1.94783 -0.1 0.0 0.0 0.665
H -1.52811 -3.60549 1.34338 0.1 0.0 0.1 0.385
H 0.09230 -4.30000 -0.77146 0.1 -0.1 -0.1 0.855
H 1.08559 -4.89736 0.53850 0.1 0.1 0.1 0.504
H 2.30094 -0.37069 1.95060 0.0 -0.1 -0.1 0.828
H -0.80841 -2.91935 -1.59677 -0.1 0.0 0.0 0.378
H -0.21521 -1.39450 -2.23327 0.0 0.0 -0.1 -0.071
H -1.54993 -1.42902 -1.06280 0.0 0.0 0.0 0.081
N 0.52083 6.25114 -4.37843 0.1 -0.1 0.2 -0.353
C 0.69483 5.90182 -3.29707 -0.1 0.1 -0.1 -0.362
C 0.87340 5.41783 -1.95294 0.0 0.1 -0.1 -0.030
C 1.15015 6.26208 -0.88308 0.0 0.0 0.0 -0.093
C 1.27344 5.70022 0.37916 0.0 0.1 0.0 -1.134
C 1.14389 4.33744 0.52582 -0.1 -0.1 -0.1 -0.263
N 0.89507 3.50835 -0.50900 0.1 0.0 -0.2 0.484
C 0.75153 4.05670 -1.72485 0.0 -0.1 0.2 0.017
H 1.25741 7.32840 -1.04081 0.0 0.0 0.0 0.564
H 1.46657 6.31656 1.24675 0.0 0.0 0.0 0.486
H 1.22414 3.88596 1.50620 0.0 0.0 0.0 0.507
H 0.52588 3.40731 -2.55609 0.0 0.0 0.0 0.601
C 4.44969 2.14165 3.86205 0.0 -0.1 0.0 -1.081
N 3.28979 1.89036 2.96764 0.0 0.0 0.3 0.160
C 2.05164 1.52476 3.66910 0.1 0.2 0.1 -1.070
C 3.39293 1.88247 1.66691 0.2 -0.1 -0.5 0.998
C 4.69091 2.06931 0.95711 0.0 0.0 0.0 -1.557
O 2.36858 1.66630 0.91626 -0.4 0.1 0.3 -0.414
H 4.06312 2.42658 4.83507 -0.1 0.0 0.0 0.341
H 5.06372 2.95443 3.49324 0.0 0.1 -0.1 0.450
H 5.04957 1.24023 3.97723 0.0 0.0 0.0 0.390
H 2.19071 0.57053 4.17618 0.0 0.0 0.0 0.512
H 1.22702 1.43916 2.97337 0.0 0.0 -0.1 0.174
H 1.82259 2.28419 4.41399 0.0 0.0 0.0 0.425
H 5.54452 2.15002 1.61587 0.0 0.0 0.0 0.588
H 4.63119 2.95840 0.32743 0.0 0.0 0.0 0.305
H 4.84072 1.21141 0.29959 0.0 0.0 0.0 0.314
```
Positions in Å, forces in eV/Å.

Summary:
HOMO (spin up / spin down) = -16.785 / -16.785 eV
Total charge = +3
Multiplicity = 2
Kohn-Sham gap (spin up / spin down) = 5.442 / 5.932 eV
Energy above the lowest of the compared OMol25 structures with the same formula, charge and spin = 0.2975 eV
E_LUMO (spin up / spin down) = -11.34 / -10.85 eV
<S²> = 0.76

=====

For the records above, the corresponding energy values read -115625.2104 -8171.7423 -8337.3798 -11912.9972 -44813.3189 -106832.5566 eV.